{"formula": "CH3O2S", "method": "ωB97M-V with the def2-TZVPD basis set", "total_energy_ha": -588.481335, "homo_energy_ev": [-3.2907, -3.2902], "largest_force_ev_per_a": 3.31, "de_lowest_kj_mol": 423.3, "total_charge": -1, "lumo_energy_ev": [4.12, 4.12], "symbols": ["C", "O", "O", "S", "H", "H", "H"], "xyz": [[0.21715, -0.81754, 0.72851], [-1.75467, 0.11400, -0.64628], [-0.20380, 1.68619, 0.58695], [-0.42461, 0.42280, -0.16960], [1.03350, -0.53172, 1.27195], [0.47001, -1.48265, 0.00066], [0.66242, 0.60892, -1.77218]], "forces_ev_per_angstrom": [[-2.389, 0.859, -0.365], [0.096, 0.356, -0.845], [-0.561, -0.965, -1.575], [1.852, 1.570, 1.158], [2.080, 1.049, 1.380], [0.590, -2.758, -1.740], [-1.668, -0.111, 1.986]], "mulliken_charge": [-0.7809, -0.5035, -0.5664, 0.4650, 0.2320, 0.1942, -0.0405]}